Computed, not measured: a 2-piece molecular cluster, C10H15NO2 overall, with ωB97M-V/def2-TZVPD.

Properties
Strongest force on any atom = 1.932 eV/Å
HOMO energy = -0.3061 Ha
Net charge = 0
SMILES string = Cc1ccc(O)cc1.CCC(N)=O
ΔE to the lowest compared entry with this formula, charge and spin = 28.3 kJ/mol
Kohn-Sham gap = 0.3353 hartree
Total energy = -16198.79892 eV

XYZ file:
```
28
Properties=species:S:1:pos:R:3:forces:R:3
C -4.07827 -1.98689 -1.05276 1.582 0.846 -0.717
C -1.08020 -0.02633 1.31262 0.798 -0.683 0.496
C -1.94509 0.74464 0.57463 -0.014 -0.395 -0.131
C -1.10723 -1.42158 1.22969 -0.246 -0.053 -0.184
C -2.89995 0.07349 -0.18689 -0.072 -0.124 -0.050
C -2.03085 -2.07638 0.43674 0.257 0.819 -0.511
C -2.96350 -1.30417 -0.26790 -0.347 -0.681 0.169
O -0.10566 0.52946 2.12836 0.018 0.115 -0.549
H 0.70119 0.00469 1.98057 -0.272 0.262 0.078
H -1.81542 1.80931 0.53551 -0.169 0.330 0.142
H -0.35004 -1.96293 1.77109 0.134 -0.210 0.105
H -3.62589 0.59647 -0.77986 -0.139 0.534 -0.099
H -1.95265 -3.13273 0.21279 -0.135 -0.118 0.435
H -4.79296 -2.40037 -0.36520 -0.574 -0.190 -0.083
H -3.64722 -2.73749 -1.71770 -0.098 -0.441 0.357
H -4.46662 -1.26149 -1.76998 -0.643 0.005 0.379
C 2.97714 1.79562 0.18105 -0.201 -0.609 -0.017
C 4.31155 1.15530 0.58546 0.463 1.086 -0.913
C 2.20852 0.74606 -0.61090 0.262 0.756 -0.201
O 1.89307 -0.33142 -0.15535 -0.009 -0.164 0.260
N 2.03200 1.04388 -1.94228 -0.577 -0.313 -0.380
H 2.39141 2.03690 1.05883 -0.155 0.086 0.274
H 3.09832 2.70206 -0.40532 0.156 0.054 -0.061
H 4.97869 1.88330 1.04921 -0.303 -0.045 0.558
H 1.48982 0.34549 -2.42423 -0.051 -0.282 -0.034
H 1.76596 1.96316 -2.26045 0.446 0.223 0.409
H 4.88372 0.91921 -0.32174 -0.319 -0.528 0.128
H 4.13019 0.29275 1.20398 0.207 -0.279 0.138
```
Forces are in eV/Å.

Calculated atomic charges, method natural (NBO), unit e: -0.626, 0.298, -0.269, -0.254, -0.203, -0.197, -0.036, -0.699, 0.491, 0.221, 0.211, 0.204, 0.211, 0.221, 0.212, 0.210, -0.499, -0.597, 0.696, -0.628, -0.830, 0.230, 0.205, 0.212, 0.390, 0.390, 0.208, 0.225